# 1
A cluster of 2 separate species, C6H7N in total. Source: the Open Molecules 2025 dataset; level of theory: wB97M-V/def2-TZVPD.

Summary:
**Net charge**: 0
**Relative energy (zero: lowest compared OMol25 entry of this formula, charge and spin)**: 2.3756 eV
**SMILES string**: N#CC1C=CC=C1.[H][H]
**HOMO-LUMO gap**: 10.009 eV

Structure (XYZ):
```
14
Properties=species:S:1:pos:R:3:forces:R:3:mulliken_charge:R:1
N -1.74043 -0.72313 2.51489 0.8 0.5 -0.6 -0.4109
C -0.89252 -0.22499 1.90554 -0.8 -0.4 0.6 0.1296
C 0.18994 0.40959 1.14378 0.0 0.0 0.0 0.3894
C -0.26498 1.59908 0.32614 0.0 0.0 -0.1 -0.6948
C 0.09149 1.40991 -0.95124 0.0 0.0 0.1 -0.3251
C 0.75774 0.10424 -1.08852 0.0 -0.1 0.1 -0.3634
C 0.80828 -0.50159 0.10570 0.0 0.1 -0.1 -0.6962
H 0.95961 0.72758 1.86355 -0.1 0.0 -0.1 0.3195
H -0.77793 2.45056 0.75654 0.1 -0.1 -0.1 0.3839
H -0.07598 2.10231 -1.76923 0.0 -0.1 0.1 0.4200
H 1.14358 -0.29423 -2.02086 -0.1 0.0 0.2 0.4317
H 1.22228 -1.47431 0.34274 -0.1 0.2 0.0 0.4133
H -0.76282 -2.45087 -1.42744 0.0 -0.1 0.0 -0.1943
H -0.65825 -3.13415 -1.70160 0.0 0.0 0.0 0.1972
```
Positions in Å, forces in eV/Å.

=====

# 2
A structure of composition C38H35ClHgN2Si2. Source: the Open Molecules 2025 dataset; level of theory: wB97M-V/def2-TZVPD.

Summary:
**Net charge**: 0
**Relative energy (zero: lowest compared OMol25 entry of this formula, charge and spin)**: 3.5828 eV
**HOMO-LUMO gap (alpha / beta)**: 5.128 / 5.022 eV

Structure (XYZ):
```
79
Properties=species:S:1:pos:R:3:forces:R:3:mulliken_charge:R:1
C 4.63255 1.42656 1.69861 0.6 -0.2 -1.7 -0.1146
C 4.76539 1.41886 0.30306 0.4 -0.8 1.3 -0.8376
C 3.97618 2.51953 -0.23445 -1.0 -0.6 -0.7 -0.7939
H 5.37120 0.72819 -0.29598 -0.4 0.3 0.3 0.4368
C 3.43664 3.22372 0.91080 -0.1 -0.1 1.2 -0.6525
C 3.82879 2.55024 2.07152 -0.4 1.0 -0.8 -0.3341
H 3.62816 2.84629 3.11165 0.0 -0.1 -0.7 0.3991
H 5.10526 0.73955 2.39841 -0.2 0.1 -0.3 0.4790
H 3.98946 2.87625 -1.26267 0.7 0.5 0.4 0.7029
H 2.92993 4.18545 0.86629 0.0 -0.4 0.0 0.4510
Hg 2.25358 1.02391 -0.90589 0.7 -0.3 1.9 0.9054
Si -1.14658 0.58967 -3.49056 -1.3 -0.2 -2.5 0.2916
C -1.97128 -0.97855 -4.12350 0.3 -0.6 0.0 0.3065
C -3.28824 -1.25905 -3.72596 0.0 -0.3 -0.1 -0.0303
H -3.81797 -0.58256 -3.05347 0.1 0.0 -0.3 0.6570
C -3.94170 -2.42015 -4.13184 0.2 -0.1 0.0 -0.8874
H -4.96248 -2.61267 -3.78627 0.4 0.0 -0.2 0.3929
C -3.26855 -3.33915 -4.94150 0.1 0.2 0.1 -0.4076
H -3.76080 -4.27435 -5.22568 0.2 0.4 0.0 0.3746
C -1.95712 -3.06627 -5.35141 -0.1 -0.3 -0.1 -0.5958
H -1.42479 -3.80071 -5.95655 -0.1 0.2 0.1 0.3932
C -1.30905 -1.90215 -4.95365 -0.5 0.2 0.5 -0.6175
H -0.27902 -1.70384 -5.24226 -0.1 -0.1 -0.1 0.3577
C -2.69430 1.66191 -3.63352 -0.3 1.0 0.4 0.1906
C -3.49815 1.61257 -4.79760 0.0 0.1 0.2 -0.2304
H -3.17406 1.00068 -5.64514 -0.2 0.2 0.3 0.3916
C -4.69448 2.33157 -4.88086 0.2 0.0 -0.1 -0.6544
H -5.29480 2.27184 -5.79162 0.2 0.0 0.3 0.3799
C -5.11759 3.14142 -3.82115 0.2 -0.1 0.0 -0.4835
H -6.03983 3.73186 -3.90217 0.4 -0.4 0.1 0.3633
C -4.32111 3.20607 -2.68055 -0.1 0.3 0.0 -0.7252
H -4.62044 3.83694 -1.84558 0.0 -0.1 -0.1 0.3945
C -3.11923 2.49855 -2.59363 -0.3 0.0 -0.3 0.0850
H -2.51070 2.60246 -1.69773 -0.3 0.0 -0.2 0.2662
H -0.29026 1.08234 -4.60941 0.5 -0.1 0.2 -0.3615
Si -2.70579 -0.90510 -0.45027 1.9 0.7 -0.1 0.1643
C -1.80437 0.67648 0.23633 0.3 0.2 -0.5 1.3232
C -0.92535 1.34868 -0.62125 0.3 0.1 0.4 -0.4705
H -0.70226 0.91418 -1.66636 -0.2 0.6 1.4 -0.1015
C -0.27345 2.52632 -0.25253 0.3 0.0 -0.6 -0.7763
H 0.38428 3.03841 -0.97742 -0.4 -0.2 0.4 0.7187
C -0.47840 3.08068 1.00494 -0.1 0.1 0.1 -0.8626
H 0.03700 4.00937 1.28089 -0.3 -0.4 -0.1 0.3570
C -1.34747 2.43982 1.89053 0.3 0.1 -0.1 -0.6663
H -1.52714 2.90457 2.86509 0.0 -0.4 -0.3 0.5391
C -1.96754 1.24195 1.52915 -0.2 -0.4 -0.4 -0.4790
H -2.57274 0.72652 2.27712 0.0 0.1 -0.3 0.3644
C -1.52839 -2.23499 -1.10259 0.4 -0.5 -0.4 0.9245
C -0.25294 -1.93914 -1.58247 0.1 -0.1 -0.7 0.8970
H 0.20177 -0.97898 -1.35773 -0.4 -0.1 -0.4 -0.7381
C 0.50138 -2.85982 -2.31502 0.1 0.0 0.5 -0.6625
H 1.40755 -2.53471 -2.82833 0.0 -0.1 0.4 0.4106
C 0.08987 -4.18183 -2.39214 -0.5 0.0 -0.2 -0.5842
H 0.68649 -4.92339 -2.92620 -0.2 0.2 0.1 0.4012
C -1.12785 -4.55374 -1.80434 0.0 0.1 0.2 -0.5469
H -1.46302 -5.59818 -1.88336 0.1 0.5 0.2 0.3624
C -1.92593 -3.59669 -1.15977 0.3 0.2 -0.4 -0.4412
H -2.85275 -3.91583 -0.68173 0.0 0.1 -0.3 0.3398
H -2.82658 -1.54978 0.75832 -1.5 -1.1 2.4 -0.3459
Cl 1.68044 -0.87516 0.59970 0.2 0.6 -0.4 -0.6349
N 1.38276 1.27319 4.02528 -0.7 0.8 -0.4 -0.0237
C 1.85524 0.69324 5.15892 0.1 -0.4 0.4 0.1061
C 1.51056 1.06395 6.46747 0.3 -0.3 -1.2 -0.8434
C 2.18985 0.48439 7.55377 0.6 -0.6 -0.1 -0.5103
C 3.14426 -0.50463 7.37681 0.1 -0.2 0.5 -0.8776
C 3.38827 -1.05279 6.08840 -0.3 0.6 -0.8 0.8790
C 4.22659 -2.16517 5.78923 0.0 0.2 -0.1 -0.6182
C 4.37303 -2.58502 4.48122 -0.2 0.2 -0.1 -0.7742
C 3.72493 -1.87546 3.44090 -0.5 0.9 0.7 -0.1814
N 2.98322 -0.80722 3.70318 0.1 -0.8 -1.0 0.0045
C 2.75766 -0.42351 4.96145 0.5 -0.1 1.2 0.6254
H 0.76619 2.08378 4.07760 0.4 -0.7 0.0 0.1651
H 1.62177 0.91036 3.09747 0.0 0.0 0.8 -0.1063
H 0.73339 1.80742 6.60721 0.1 0.0 0.1 0.3782
H 1.95605 0.82129 8.55876 0.1 0.0 -0.1 0.3587
H 3.75313 -0.89466 8.21096 -0.6 0.2 -0.3 0.3165
H 4.75120 -2.66285 6.61060 -0.2 0.1 -0.3 0.3781
H 4.97351 -3.43972 4.18908 0.0 0.0 0.3 0.3602
H 3.78699 -2.15320 2.38143 0.1 0.0 0.5 0.3788
```
Positions in Å, forces in eV/Å.

=====

# 3
A structure of composition C31H38AsBrCl2IrN2O6SSi2. Source: the Open Molecules 2025 dataset; level of theory: wB97M-V/def2-TZVPD.

Summary:
**Net charge**: -1
**Relative energy (zero: lowest compared OMol25 entry of this formula, charge and spin)**: 0.0000 eV
**HOMO-LUMO gap**: 7.161 eV

Structure (XYZ):
```
85
Properties=species:S:1:pos:R:3:forces:R:3:mulliken_charge:R:1
Ir 0.24083 -0.45239 0.12593 0.0 -0.2 -0.1 1.6991
O -1.92306 -0.14785 -3.40429 0.0 0.0 -0.1 -0.6514
C -1.13229 -0.71514 -4.34427 -0.1 0.0 0.0 0.4969
C -1.51220 -0.61687 -5.68006 0.0 0.0 0.0 -0.7193
C -0.73663 -1.19926 -6.66818 0.0 0.0 0.0 -0.3209
C 0.43031 -1.87819 -6.34132 0.0 0.0 0.0 -0.8602
C 0.80437 -1.97070 -5.00914 0.0 0.0 0.0 -0.3692
C 0.03547 -1.40580 -4.00208 0.0 0.0 0.0 0.4320
C 0.44263 -1.52863 -2.55566 0.0 -0.1 0.0 -0.3153
O 0.21546 -0.31861 -1.89501 0.1 0.0 0.1 -0.5686
N -0.30777 -2.60884 -1.91305 0.0 0.0 0.0 -0.3203
N 0.17751 -2.76853 -0.63424 -0.1 0.0 0.0 -0.4249
C -0.68044 -2.96508 0.31079 0.0 0.0 0.0 -0.4447
C -0.31445 -3.42664 1.64780 0.0 0.0 0.0 -0.0569
Br 1.46929 -3.99501 1.88977 0.0 0.0 0.0 -0.0502
C -1.20866 -3.39292 2.63515 0.0 0.0 0.0 -0.2891
C -1.05143 -3.79651 4.04042 0.0 0.0 0.0 -0.0309
C -1.48523 -2.92379 5.03696 0.0 0.0 0.0 -0.0987
C -1.34985 -3.26211 6.37302 0.0 0.0 0.0 -0.7852
C -0.80051 -4.48563 6.72969 0.0 0.0 0.0 -0.3319
C -0.38313 -5.36734 5.74266 0.0 0.0 0.0 -0.7007
C -0.50340 -5.02428 4.40514 0.0 0.0 0.0 -0.2266
H -1.39009 -0.09611 -2.57451 0.0 0.1 0.0 0.0342
H -2.41785 -0.07389 -5.91756 0.0 0.0 0.0 0.4371
H -1.04193 -1.11348 -7.70394 0.0 0.0 0.0 0.3714
H 1.04289 -2.32406 -7.11376 0.0 0.0 0.0 0.3887
H 1.71401 -2.49382 -4.73462 0.0 0.0 0.0 0.4282
H 1.49506 -1.83688 -2.48628 0.0 0.0 0.0 0.4323
H -1.30641 -2.38156 -1.91947 0.0 0.0 0.0 0.3960
H -1.75259 -2.92159 0.10730 0.0 0.0 0.0 0.8448
H -2.16527 -2.94516 2.37337 0.0 0.0 0.0 0.3908
H -1.88962 -1.95840 4.75961 0.0 0.0 0.0 0.2291
H -1.66347 -2.56148 7.13593 0.0 0.0 0.0 0.3812
H -0.69451 -4.75040 7.77433 0.0 0.0 0.0 0.3713
H 0.04250 -6.32534 6.01423 0.0 0.0 0.0 0.3690
H -0.17508 -5.71235 3.63756 0.0 0.0 0.0 0.4806
Cl -2.46250 0.77525 3.68754 0.0 0.0 0.0 -0.2042
C -0.82610 1.14233 3.08196 -0.1 -0.1 0.0 2.1993
Cl -0.12912 2.50144 3.98078 0.0 0.0 0.0 -0.2008
C 0.05850 -0.11541 3.23733 0.3 0.2 -0.1 -0.4609
O 0.39381 -0.45759 4.35297 -0.1 -0.1 0.0 -0.6536
O 0.42316 -0.71463 2.15557 -0.1 0.0 0.1 0.0274
H -0.93009 1.45870 2.05334 0.0 0.0 0.0 -1.5178
O -4.25796 6.19644 0.35945 0.0 0.0 0.0 -0.4892
C -4.93904 5.05375 0.08607 0.0 0.0 -0.1 0.5558
O -6.12069 5.10861 -0.12131 0.0 0.0 0.0 -0.5762
C -4.14287 3.79748 0.06761 0.0 0.0 0.0 0.9855
C -4.81778 2.58645 0.22752 0.0 0.0 0.0 -0.9418
C -4.12623 1.39656 0.24705 0.0 0.0 0.0 -1.3330
C -2.73245 1.37011 0.08195 0.0 0.0 0.0 1.1633
S -2.01589 -0.22865 0.14222 0.0 0.0 0.1 -0.0948
C -2.06660 2.57457 -0.11523 0.0 0.0 0.0 -0.5048
C -2.76455 3.77140 -0.11134 0.0 0.0 0.0 -1.3234
H -3.35798 5.97698 0.62812 0.0 0.0 0.0 0.2985
H -5.89213 2.60381 0.35302 0.0 0.0 0.0 0.4188
H -4.65580 0.46463 0.40209 0.0 0.0 0.0 0.4975
H -0.99904 2.58177 -0.26625 0.0 0.0 0.0 0.0976
H -2.20368 4.68327 -0.29058 0.0 0.0 0.0 0.2899
C 0.32395 2.77321 -2.94951 0.0 0.0 0.0 -0.9694
Si 1.84794 2.30534 -1.96077 0.0 0.0 0.0 1.0225
C 2.92184 1.15501 -2.99021 0.0 0.0 0.0 -0.8005
C 2.83409 3.90322 -1.74125 0.0 0.0 0.0 -1.1789
As 1.30441 1.72390 0.27335 0.0 0.1 0.1 -0.3056
Si 3.28633 0.57487 0.86873 0.0 0.0 0.0 0.6413
C 4.79216 1.59470 0.38218 0.0 0.0 0.0 -1.2122
C 3.37710 0.29872 2.71490 0.0 0.0 0.0 -1.0165
C 3.35810 -1.08422 -0.01981 0.0 0.0 0.0 -0.6401
H 0.63364 3.35116 -3.82567 0.0 0.0 0.0 0.4449
H -0.36539 3.39237 -2.37267 0.0 0.0 0.0 0.2152
H -0.22163 1.89460 -3.29168 0.0 0.0 0.0 0.0444
H 3.13130 1.64383 -3.94720 0.0 0.0 0.0 0.4020
H 2.41752 0.21420 -3.20049 0.0 0.0 0.0 -0.0149
H 3.87924 0.94263 -2.51180 0.0 0.0 0.0 0.2655
H 3.13864 4.29679 -2.71566 0.0 0.0 0.0 0.3363
H 3.73348 3.75790 -1.14058 0.0 0.0 0.0 0.2904
H 2.22558 4.66341 -1.24576 0.0 0.0 0.0 0.2831
H 4.76554 2.56692 0.87958 0.0 0.0 0.0 0.2991
H 4.86507 1.76583 -0.69174 0.0 0.0 0.0 0.3037
H 5.70080 1.07868 0.70623 0.0 0.0 0.0 0.3469
H 3.17217 1.22068 3.26307 0.0 0.0 0.0 0.2854
H 4.38469 -0.03705 2.98020 0.0 0.0 0.0 0.3826
H 2.66499 -0.45562 3.04989 0.0 0.0 0.0 0.1295
H 3.42020 -0.95158 -1.10115 0.0 0.0 0.0 0.0679
H 2.50373 -1.73812 0.19254 0.0 0.0 0.0 -0.0021
H 4.24508 -1.63403 0.31317 0.0 0.0 0.0 0.5286
```
Positions in Å, forces in eV/Å.

=====

# 4
The molecule CH3NO2. Source: the Open Molecules 2025 dataset; level of theory: wB97M-V/def2-TZVPD.

Summary:
**Net charge**: 0
**Relative energy (zero: lowest compared OMol25 entry of this formula, charge and spin)**: 7.7547 eV
**HOMO-LUMO gap (alpha / beta)**: 9.357 / 9.371 eV

Structure (XYZ):
```
7
Properties=species:S:1:pos:R:3:forces:R:3:mulliken_charge:R:1
C 0.14419 -0.00737 0.04077 0.3 -2.7 4.2 -0.6018
N 1.45970 -0.11738 0.89847 -0.8 0.2 -0.2 -0.0811
O 2.28818 0.45181 2.87002 0.4 -0.2 -0.3 -0.4373
O 1.33188 0.47576 2.01757 -1.5 -0.3 -1.7 0.2901
H -0.20481 -1.10388 -0.14263 0.5 1.6 1.0 0.2359
H -0.60896 0.53619 0.68184 0.7 -0.2 -1.5 0.3324
H 0.43565 0.20387 -0.93228 0.4 1.7 -1.6 0.2618
```
Positions in Å, forces in eV/Å.